Entry 1:
The following is a DFT calculation (the ωB97M-V functional and the def2-TZVPD basis) of a 3-piece molecular cluster, C15H37BBr2FN3O5S overall.

- strongest force on any atom (eV Å⁻¹) = 5.588
- total charge = 0
- HOMO-LUMO gap (eV) = 7.884
- E_LUMO (eV) = -0.12
- E (Eh) = -6805.117657
- 2S+1 = 1

Each line ends with the Löwdin charge.
Geometry (Å):
C  -1.3889  -3.8607  4.4419  -0.13
C  -2.5853  -3.2603  3.6420  -0.74
Br  -2.6893  -1.2976  3.8045  0.76
C  -2.6421  -3.7550  2.1327  -0.69
Br  -4.5430  -3.7829  1.6286  0.80
N  -1.7985  -2.8957  1.2678  -0.25
O  -0.4429  -3.1733  1.4460  0.04
B  0.3229  -1.9993  1.7486  -0.71
O  -0.1303  -0.6817  1.6179  0.14
O  1.6434  -2.2248  2.2135  0.15
S  -2.1293  -3.1210  -0.4126  0.73
O  -3.1204  -2.0987  -0.8136  -0.29
O  -2.4612  -4.4976  -0.8046  -0.28
F  -0.7557  -2.7250  -1.2359  -0.17
H  -0.3988  -3.6931  3.9615  0.07
H  -1.4996  -4.9547  4.6292  0.09
H  -1.3401  -3.3288  5.4221  0.08
H  -3.5156  -3.6604  4.1033  0.06
H  -2.1855  -4.7753  2.1265  0.13
H  -0.3536  -0.4699  0.7031  0.11
H  1.5906  -2.1244  3.1732  0.11
C  0.5495  4.4726  1.8960  -0.09
C  -0.4872  3.4475  1.4556  -0.27
N  -1.5727  3.2800  2.4074  -0.19
C  -2.3899  2.1016  2.1486  -0.26
C  -3.1847  2.0567  0.8429  -0.08
C  -2.3028  4.4866  2.7627  -0.25
C  -2.9553  5.2882  1.6335  -0.09
H  0.9276  4.2456  2.8946  0.08
H  1.3962  4.4622  1.2066  0.07
H  0.1453  5.4870  1.8994  0.06
H  0.0319  2.4898  1.3494  0.11
H  -0.8532  3.7171  0.4548  0.10
H  -3.0795  1.9531  2.9866  0.10
H  -1.7317  1.2275  2.1720  0.07
H  -4.0452  2.7249  0.8670  0.06
H  -3.5732  1.0465  0.6843  0.07
H  -2.5720  2.3077  -0.0253  0.07
H  -1.6183  5.1543  3.2958  0.10
H  -3.0666  4.2387  3.5059  0.11
H  -2.2844  5.4362  0.7853  0.07
H  -3.2335  6.2793  2.0014  0.07
H  -3.8690  4.8163  1.2740  0.05
C  2.1692  -2.5796  -2.3262  -0.08
C  2.0822  -1.2782  -3.1121  -0.27
N  3.3072  -0.4963  -3.0707  -0.20
C  3.1381  0.8686  -3.5510  -0.25
C  2.7570  1.0669  -5.0185  -0.09
C  4.5130  -1.1754  -3.5181  -0.25
C  4.5236  -1.7591  -4.9331  -0.09
H  2.4903  -2.3985  -1.2979  0.08
H  1.1906  -3.0562  -2.2920  0.05
H  2.8601  -3.2894  -2.7860  0.07
H  1.2767  -0.6860  -2.6665  0.11
H  1.7706  -1.5032  -4.1414  0.10
H  4.0510  1.4355  -3.3432  0.11
H  2.3677  1.3456  -2.9348  0.11
H  3.5950  0.8687  -5.6862  0.05
H  2.4601  2.1061  -5.1834  0.07
H  1.9160  0.4391  -5.3175  0.07
H  4.7248  -1.9896  -2.8177  0.10
H  5.3672  -0.5005  -3.4087  0.11
H  3.6151  -2.3202  -5.1596  0.07
H  5.3641  -2.4501  -5.0379  0.07
H  4.6521  -0.9874  -5.6914  0.05


Entry 2:
The following is a DFT calculation (the ωB97M-V functional and the def2-TZVPD basis) of a 3-piece molecular cluster, C15H37N4O6 overall.

- strongest force on any atom (eV Å⁻¹) = 1.560
- total charge = -1
- HOMO-LUMO gap (eV) = 6.701
- E_LUMO (eV) = 2.51
- E (Eh) = -1264.119549
- 2S+1 = 1

Each line ends with the Löwdin charge.
Geometry (Å):
C  6.9455  -0.7420  -1.0982  -0.06
C  7.5570  -0.0719  -2.3191  -0.42
O  8.0925  -1.1099  -3.1557  -0.06
C  6.5719  0.7153  -3.1633  -0.20
N  5.8458  1.7589  -2.4286  -0.06
C  4.5774  1.2837  -1.8491  -0.20
C  3.3221  1.5849  -2.7023  -0.21
O  2.5401  0.4413  -2.8591  -0.15
N  1.8470  0.1246  -1.6625  -0.04
C  0.4449  -0.1727  -1.9504  -0.14
C  0.2340  -1.4296  -2.8206  -0.73
O  0.5327  -1.3484  -4.0378  -0.08
O  -0.2088  -2.4528  -2.2403  -0.10
H  6.7126  -0.0316  -0.3080  0.08
H  6.0294  -1.2754  -1.3380  0.08
H  7.6632  -1.4595  -0.7111  0.08
H  8.3794  0.5566  -1.9986  0.14
H  7.3243  -1.6128  -3.4415  0.08
H  7.1508  1.2192  -3.9367  0.12
H  5.8795  0.0609  -3.7071  0.13
H  5.6013  2.4674  -3.1059  0.09
H  4.4736  1.7667  -0.8763  0.10
H  4.5770  0.2189  -1.6602  0.09
H  3.5774  1.9559  -3.6932  0.12
H  2.7523  2.3866  -2.2132  0.11
H  1.8452  0.9208  -1.0288  0.09
H  -0.0556  0.6687  -2.4456  0.11
H  -0.0429  -0.3467  -0.9938  0.09
C  -1.8538  -4.0949  1.8695  -0.07
C  -2.9355  -3.2774  1.1730  -0.42
C  -2.4009  -2.0213  0.4773  -0.19
O  -2.1107  -0.9406  1.3636  -0.23
C  -0.8367  -1.0084  1.9741  -0.11
N  -3.9957  -2.9630  2.1446  0.03
H  -1.5187  -3.6293  2.7973  0.06
H  -2.2366  -5.0835  2.1273  0.07
H  -0.9882  -4.2289  1.2187  0.08
H  -3.3699  -3.9104  0.3952  0.14
H  -3.1840  -1.6495  -0.1897  0.12
H  -1.5348  -2.2443  -0.1549  0.10
H  -0.0905  -1.4419  1.3031  0.10
H  -0.8775  -1.5772  2.9079  0.07
H  -0.5333  0.0109  2.2218  0.08
H  -4.7578  -2.4972  1.6574  0.06
H  -3.6292  -2.2465  2.7660  0.06
C  -6.3909  1.6716  2.7208  -0.07
C  -5.0387  1.0431  2.3958  -0.43
C  -3.8450  1.9542  2.7176  -0.20
O  -3.6233  2.9913  1.7788  -0.18
C  -4.4072  4.1504  1.9674  -0.12
N  -5.0380  0.6107  0.9987  0.06
H  -6.6762  2.4323  1.9941  0.06
H  -7.1707  0.9097  2.7099  0.07
H  -6.3848  2.1298  3.7131  0.07
H  -4.9364  0.1509  3.0216  0.13
H  -2.9419  1.3406  2.6914  0.11
H  -3.9216  2.3681  3.7332  0.12
H  -4.5838  4.3527  3.0285  0.09
H  -5.3624  4.0717  1.4412  0.07
H  -3.8614  4.9921  1.5399  0.08
H  -4.1688  0.1136  0.8198  0.04
H  -4.9647  1.4438  0.4211  0.07


Entry 3:
The following is a DFT calculation (the ωB97M-V functional and the def2-TZVPD basis) of C15H37N4O7Zr as an isolated structure.

- strongest force on any atom (eV Å⁻¹) = 2.544
- total charge = +1
- HOMO-LUMO gap (eV) = 9.067
- E_LUMO (eV) = -1.80
- E (Eh) = -1386.546192
- 2S+1 = 1

Each line ends with the Löwdin charge.
Geometry (Å):
Zr  0.3700  0.3036  -0.0761  1.95
C  -1.2622  3.0652  -0.4986  -0.24
O  -0.7934  1.8258  -0.8707  -0.47
H  -0.4703  3.8349  -0.4994  0.08
H  -2.0242  3.4475  -1.1945  0.08
H  -1.6906  3.0564  0.5177  0.07
C  3.4380  1.8392  -0.2001  -0.24
O  2.2188  1.2468  -0.4345  -0.45
H  3.3321  2.9148  -0.0038  0.06
H  3.9517  1.3796  0.6598  0.08
H  4.0953  1.7143  -1.0719  0.07
C  2.1613  -1.7987  1.6922  -0.24
O  1.1201  -1.4501  0.8346  -0.47
H  2.6719  -0.9079  2.0898  0.07
H  1.7793  -2.3844  2.5381  0.07
H  2.9174  -2.3828  1.1562  0.07
C  -1.8555  -2.1721  2.3109  0.04
C  -2.1860  -0.7934  1.8068  -0.49
O  -1.3078  -0.0891  1.3168  -0.13
N  -3.4623  -0.3651  1.8512  0.05
C  -3.8161  0.9982  1.4295  -0.03
H  -1.5589  -2.7408  1.4265  0.09
H  -2.6803  -2.6669  2.8162  0.09
H  -0.9686  -2.1167  2.9369  0.09
H  -4.0320  -0.8118  2.5525  0.14
H  -3.5738  1.7122  2.2152  0.09
H  -4.8970  1.0308  1.2937  0.09
H  -3.3517  1.2466  0.4829  0.07
C  -2.0848  -3.0897  -1.9659  0.02
C  -1.8473  -1.6113  -1.9394  -0.47
O  -1.1445  -1.0831  -1.0686  -0.10
N  -2.4650  -0.9004  -2.8924  0.05
C  -2.2407  0.5018  -3.1410  -0.04
H  -1.7147  -3.5007  -2.9071  0.09
H  -3.1520  -3.3074  -1.9063  0.10
H  -1.5534  -3.5919  -1.1642  0.09
H  -3.2485  -1.3468  -3.3404  0.15
H  -1.2588  0.7972  -2.7857  0.06
H  -2.9520  1.1206  -2.5829  0.09
H  -2.3845  0.7046  -4.1987  0.09
C  2.5005  0.1604  -4.0129  0.04
C  1.8506  -0.7557  -3.0056  -0.47
O  1.0605  -0.3092  -2.1659  -0.11
N  2.1117  -2.0569  -3.0894  0.05
C  1.6212  -3.0771  -2.1729  -0.03
H  3.5461  -0.1157  -4.1596  0.09
H  2.4956  1.1565  -3.5773  0.09
H  1.9698  0.1346  -4.9606  0.09
H  2.8030  -2.3497  -3.7604  0.15
H  1.0940  -2.6121  -1.3428  0.06
H  2.4606  -3.6658  -1.8115  0.09
H  0.9388  -3.7459  -2.7030  0.08
C  1.8574  3.4990  2.4190  0.04
C  1.1291  2.2091  2.6655  -0.46
O  0.6377  1.5688  1.7334  -0.10
N  1.0582  1.7420  3.9182  0.05
C  0.4752  0.4514  4.2403  -0.03
H  1.2588  4.0376  1.6818  0.10
H  2.8435  3.3144  2.0095  0.08
H  1.8825  4.1189  3.3140  0.09
H  1.4695  2.2781  4.6625  0.15
H  0.5199  0.2839  5.3098  0.10
H  0.9259  -0.3437  3.6478  0.07
H  -0.5893  0.4481  3.9746  0.09